# 1
Here is C15H21N3O3S in the gas phase from OMol25. Energies are from ωB97M-V/def2-TZVPD.

```
43
C15H21N3O3S | OMol25 | ωB97M-V/def2-TZVPD
S 2.355 0.692 1.659
O -3.826 0.449 1.240
O -4.188 -0.624 -0.694
O 1.324 2.335 -1.393
N 4.219 1.147 -0.158
N -0.297 1.642 0.002
N 4.021 -1.054 0.681
C -1.409 -0.172 -1.185
C -1.183 1.337 -1.103
C -1.990 -0.693 0.136
C -1.102 -0.265 1.306
C 5.205 0.749 -0.945
C 3.668 0.220 0.604
C 5.015 -1.455 -0.097
C 0.948 2.088 -0.262
C -6.372 -1.245 0.192
C -5.572 -0.268 -0.656
C 1.885 2.295 0.918
C 5.414 -2.890 -0.008
C -0.841 1.244 1.280
C -3.421 -0.209 0.318
C 5.650 -0.561 -0.963
H -1.583 -0.520 2.250
H 2.803 2.751 0.548
H -2.083 -0.404 -2.010
H 5.641 1.518 -1.570
H -5.667 0.746 -0.255
H -6.040 -1.198 1.226
H -2.136 1.855 -0.945
H 1.442 2.898 1.708
H -0.717 1.708 -2.016
H -2.043 -1.786 0.091
H 4.786 -3.398 0.718
H -0.166 1.504 2.091
H -5.899 -0.290 -1.698
H 5.310 -3.368 -0.980
H -0.149 -0.793 1.246
H -1.789 1.771 1.430
H 6.452 -0.879 -1.609
H 6.457 -2.968 0.296
H -0.452 -0.663 -1.369
H -6.240 -2.260 -0.176
H -7.426 -0.987 0.149
```

Summary:
- ΔE to the lowest compared entry with this formula, charge and spin (kcal per mole) = 6.21

Charges per atom according to Löwdin partitioning, unit e: S 1.000; O 0.118; O -0.006; O 0.050; N 0.073; N -0.058; N 0.101; C -0.108; C -0.119; C -0.212; C -0.124; C -0.108; C -0.662; C -0.331; C -0.521; C -0.061; C -0.212; C -0.346; C -0.032; C -0.156; C -0.472; C -0.012; H 0.123; H 0.072; H 0.117; H 0.114; H 0.122; H 0.075; H 0.136; H 0.081; H 0.124; H 0.156; H 0.078; H 0.093; H 0.124; H 0.084; H 0.097; H 0.126; H 0.107; H 0.084; H 0.129; H 0.078; H 0.077



# 2
Here is C15H21N3O5 in the gas phase from OMol25. Energies are from ωB97M-V/def2-TZVPD.

```
44
C15H21N3O5 | OMol25 | ωB97M-V/def2-TZVPD
O -0.643 2.889 3.713
O 1.647 -3.791 -5.788
O 2.051 -0.316 -2.446
O -2.775 3.073 3.007
O -0.952 -2.278 1.751
N 1.378 -3.885 -4.462
N -0.339 -0.121 1.907
N 1.456 -2.504 -2.588
C 2.091 -1.801 -4.932
C -1.290 3.630 4.723
C -1.637 2.240 2.942
C 2.415 -2.226 -7.480
C 2.074 -2.549 -6.074
C -0.193 -1.263 -0.267
C 0.019 1.177 1.386
C 1.325 -1.425 -0.442
C 1.637 -2.708 -3.939
C -0.716 -0.069 3.305
C 1.668 -1.334 -1.918
C -0.549 -1.263 1.213
C -1.169 2.136 1.488
C -1.935 0.832 3.494
C -2.760 3.720 4.260
H -0.806 4.608 4.785
H -0.706 -2.119 -0.711
H -0.936 -1.086 3.631
H 1.506 -2.073 -8.061
H 1.127 -3.317 -2.086
H 0.836 1.576 1.998
H 2.375 -0.782 -4.790
H -3.434 3.217 4.964
H 1.639 -2.383 -0.026
H -2.187 0.896 4.553
H -2.008 1.781 0.890
H 3.012 -1.320 -7.516
H -3.098 4.747 4.110
H -0.883 3.128 1.142
H -2.793 0.429 2.955
H 0.358 1.116 0.354
H 0.125 0.331 3.881
H 2.966 -3.050 -7.927
H 1.852 -0.626 0.079
H -1.203 3.122 5.691
H -0.541 -0.359 -0.767
```

Summary:
- ΔE to the lowest compared entry with this formula, charge and spin (kcal per mole) = 50.24

Charges per atom according to Löwdin partitioning, unit e: O -0.047; O 0.000; O 0.085; O -0.039; O 0.057; N 0.097; N -0.048; N 0.157; C 0.056; C -0.141; C -0.521; C -0.001; C -0.313; C -0.088; C -0.128; C -0.090; C -0.305; C -0.117; C -0.469; C -0.461; C -0.042; C -0.046; C -0.145; H 0.124; H 0.124; H 0.123; H 0.089; H 0.157; H 0.136; H 0.105; H 0.121; H 0.129; H 0.128; H 0.134; H 0.087; H 0.123; H 0.133; H 0.137; H 0.115; H 0.134; H 0.088; H 0.121; H 0.121; H 0.119



# 3
Here is C15H21N6PtSSe as an isolated structure from OMol25. Energies are from ωB97M-V/def2-TZVPD.

```
45
C15H21N6PtSSe | OMol25 | ωB97M-V/def2-TZVPD
Pt -0.770 -0.804 -0.380
Se -1.917 0.109 -2.374
S -2.301 -2.394 0.084
N 1.060 0.170 -0.440
N -2.814 -2.984 2.610
N -0.931 -1.724 2.388
N -0.145 1.450 -4.233
N -0.191 -1.027 1.482
N -0.432 2.596 -2.428
C -0.755 1.440 -3.034
C 0.385 3.339 -3.251
C 1.745 0.634 -1.484
C 3.346 1.670 -0.061
C 0.562 2.624 -4.383
C 0.871 -0.400 1.878
C 1.557 0.347 0.814
C -1.575 -4.138 4.433
C 2.672 1.142 1.030
C 1.384 -0.469 3.273
C -0.890 3.023 -1.110
C -0.239 0.410 -5.256
C 2.904 1.376 -1.339
C -2.641 -3.123 4.055
C -1.972 -2.331 1.814
H 1.339 0.392 -2.456
H -0.439 0.881 -6.215
H 4.227 2.280 0.091
H 1.062 -1.401 3.729
H 3.017 1.325 2.036
H -2.404 -2.139 4.457
H 0.997 0.348 3.887
H -1.759 2.430 -0.840
H -1.487 -4.194 5.519
H -3.599 -3.433 2.168
H -1.829 -5.130 4.061
H 1.117 2.844 -5.277
H -1.050 -0.260 -4.992
H -3.610 -3.422 4.453
H -0.098 2.866 -0.378
H -0.606 -3.853 4.025
H 2.472 -0.418 3.280
H -1.152 4.077 -1.157
H 0.759 4.305 -2.962
H 3.437 1.713 -2.216
H 0.696 -0.146 -5.303
```

Summary:
- net charge = +1
- ΔE to the lowest compared entry with this formula, charge and spin (kcal per mole) = 16.19

Charges per atom according to Löwdin partitioning, unit e: Pt 0.635; Se 0.658; S 0.540; N -0.073; N -0.008; N 0.026; N -0.123; N -0.195; N -0.115; C -0.674; C -0.024; C -0.121; C -0.027; C -0.021; C -0.254; C -0.205; C -0.083; C 0.010; C -0.006; C -0.006; C -0.001; C -0.033; C -0.229; C -0.755; H 0.103; H 0.104; H 0.122; H 0.077; H 0.120; H 0.112; H 0.103; H 0.058; H 0.077; H 0.126; H 0.078; H 0.136; H 0.054; H 0.119; H 0.092; H 0.060; H 0.083; H 0.104; H 0.137; H 0.116; H 0.103



# 4
Here is C15H21NO3PPdS as an isolated structure from OMol25. Energies are from ωB97M-V/def2-TZVPD.

```
43
C15H21NO3PPdS | OMol25 | ωB97M-V/def2-TZVPD
Pd -0.232 -0.061 0.405
S 2.879 -0.281 -1.091
P 0.235 0.774 -1.603
O 0.724 2.222 -1.754
O 1.602 -0.135 -2.266
O -0.836 0.545 -2.675
N 1.073 -1.704 0.311
C -2.316 -0.518 1.713
C -0.727 1.826 1.791
C 1.464 -3.958 1.034
C 3.139 -2.812 -0.212
C 2.730 -3.949 0.487
C 0.661 -2.829 0.910
C -0.478 0.818 2.707
C -1.686 1.597 0.760
C 2.297 -1.719 -0.265
C -1.063 1.318 -3.933
C -1.220 -0.385 2.594
C 1.633 3.057 -0.949
C -3.771 0.439 -0.129
C 1.551 -1.127 -3.404
C -2.597 0.489 0.789
H 1.076 -4.824 1.554
H 1.800 2.594 0.020
H 4.098 -2.780 -0.713
H -0.113 1.673 -4.323
H -0.995 -1.197 3.276
H -3.555 0.903 -1.090
H 3.383 -4.808 0.565
H 1.172 -2.064 -3.011
H 0.273 0.924 3.478
H -1.721 2.145 -3.689
H -4.124 -0.578 -0.284
H 2.560 3.148 -1.506
H -1.863 2.381 0.032
H -4.585 1.010 0.329
H -0.172 2.755 1.818
H -0.342 -2.830 1.312
H 0.894 -0.695 -4.150
H 1.148 4.023 -0.860
H -1.544 0.618 -4.607
H -2.934 -1.406 1.756
H 2.574 -1.195 -3.759
```

Summary:
- net charge = +3

Charges per atom according to Löwdin partitioning, unit e: Pd 0.840; S 1.170; P 0.677; O -0.252; O -0.653; O -0.267; N -0.069; C -0.021; C -0.059; C 0.030; C -0.015; C 0.037; C -0.070; C -0.045; C -0.104; C -0.552; C 0.036; C -0.057; C 0.005; C 0.010; C 0.072; C -0.265; H 0.144; H 0.077; H 0.136; H 0.104; H 0.142; H 0.093; H 0.149; H 0.114; H 0.144; H 0.110; H 0.107; H 0.112; H 0.141; H 0.129; H 0.138; H 0.117; H 0.103; H 0.114; H 0.114; H 0.149; H 0.121



# 5
Here is C15H22B11Br6N6O2STeY as an isolated structure from OMol25. Energies are from ωB97M-V/def2-TZVPD.

```
65
C15H22B11Br6N6O2STeY | OMol25 | ωB97M-V/def2-TZVPD
Te 1.422 -3.061 -1.599
Y 0.379 1.216 -1.284
Br 3.212 0.331 -1.286
Br 2.276 -3.259 0.858
Br 1.419 -2.223 4.216
Br 4.860 -3.636 3.333
Br 5.948 -2.250 0.135
Br 0.284 0.095 1.378
S -0.627 0.552 -3.755
O -3.255 2.605 -0.575
O 1.111 3.314 -1.357
N -1.947 0.241 -0.923
N -2.566 4.802 -0.928
N -2.648 -0.055 -2.081
N -4.313 -0.417 -3.414
N -1.042 3.015 -0.924
N -3.181 -0.114 -4.122
C -0.281 -5.324 -0.295
C -3.908 5.275 -0.628
C -2.355 3.424 -0.794
C -2.582 -4.583 -1.653
C -1.461 -5.998 -0.089
C -0.268 -4.166 -1.152
C -3.998 -0.296 -2.162
C -0.058 3.854 -1.223
C 4.453 0.948 3.053
C -2.587 -5.602 -0.751
C -0.298 5.267 -1.239
C -4.957 -0.292 -1.051
C -2.156 0.081 -3.322
C -1.550 5.684 -1.068
C -1.446 -3.795 -1.825
B 3.504 -0.059 0.674
B 2.858 0.616 3.410
B 2.722 -1.142 3.265
B 4.973 0.606 1.366
B 3.361 1.307 1.802
B 4.375 -1.774 2.896
B 2.186 -0.056 1.919
B 5.423 -0.381 2.742
B 4.160 -0.491 3.997
B 4.833 -1.158 1.258
B 3.129 -1.514 1.560
H -1.460 -2.957 -2.521
H -3.899 6.350 -0.841
H -3.144 -0.207 -5.132
H 6.478 -0.383 3.241
H -4.570 4.784 -1.345
H -1.848 6.712 -0.931
H -1.535 -6.778 0.665
H -5.963 -0.457 -1.353
H 3.035 2.418 1.579
H -4.664 -1.042 -0.320
H -4.246 5.102 0.389
H 0.489 5.969 -1.436
H -4.814 0.689 -0.650
H -2.460 1.026 -0.515
H 0.669 -5.623 0.171
H 2.116 1.216 4.088
H 4.457 -0.429 5.134
H 5.796 1.339 0.908
H -1.922 -0.581 -0.381
H -3.481 -4.277 -2.164
H 5.040 1.708 3.556
H -3.481 -6.167 -0.510
```

Summary:
- net charge = +2
- ΔE to the lowest compared entry with this formula, charge and spin (kcal per mole) = 3.06

Charges per atom according to Löwdin partitioning, unit e: Te 1.157; Y 1.145; Br 0.837; Br 0.817; Br 0.899; Br 0.874; Br 0.927; Br 0.922; S 0.676; O 0.035; O -0.150; N 0.040; N -0.034; N -0.071; N 0.165; N 0.049; N 0.075; C -0.115; C 0.011; C -0.424; C -0.075; C -0.064; C -0.634; C -0.304; C -0.476; C 0.079; C -0.071; C 0.048; C 0.041; C -0.793; C -0.012; C -0.169; B -0.794; B -0.239; B -0.908; B -0.200; B -0.232; B -0.858; B -0.798; B -0.269; B -0.218; B -0.908; B -0.785; H 0.079; H 0.104; H 0.183; H 0.177; H 0.107; H 0.149; H 0.130; H 0.099; H 0.166; H 0.100; H 0.110; H 0.131; H 0.073; H 0.062; H 0.091; H 0.168; H 0.179; H 0.178; H 0.078; H 0.113; H 0.198; H 0.127



no.,energy (Ha),HOMO level (eV)
1,-1372.40811,-8.530
2,-1124.64981,-9.292
3,-3831.51923,-10.517
4,-1731.04319,-19.403
5,-17485.82503,-14.079